# 1
81
Properties=species:S:1:pos:R:3:forces:R:3 method="wB97M-V/def2-TZVPD" gap_ev=4.44 lumo_ev=-1.16 e_above_lowest_kj_mol=1015.6
O -6.9110 -2.0252 -1.7017 0.3 0.2 0.8
O -6.8834 -1.6238 0.5506 0.3 0.0 -0.6
O -0.0100 2.1360 3.0841 2.0 1.9 -0.5
O -0.2683 4.0798 4.5092 1.0 -3.5 -8.9
N 1.8243 0.4847 2.8282 -0.6 1.4 1.1
N 4.0787 -1.2004 4.0641 -1.0 0.5 -0.3
C 1.2469 1.8071 2.3316 -1.3 2.5 -1.0
C -2.8546 0.1759 -0.8750 -0.3 0.0 0.7
C 2.2288 -3.3310 1.1592 -1.3 -0.7 0.6
C 3.0714 -0.5115 4.9586 0.5 0.5 0.9
C 3.0508 0.0173 2.0773 2.2 -0.9 -2.0
C -8.9495 -1.8731 -0.5354 -0.7 -0.1 -0.2
C -0.1203 3.6044 3.2469 -0.9 2.4 6.2
C -4.1691 0.5026 0.0684 -0.1 0.1 0.4
C 0.0362 0.1589 -4.7153 -0.5 -0.1 0.2
C 3.6430 1.2596 -0.2966 -0.1 0.3 0.4
C 2.8930 -0.0370 0.4468 0.3 0.8 -0.7
C 0.6254 1.2357 -3.6062 0.5 -0.8 -0.8
C -1.7181 -1.7562 -3.9813 -0.2 0.9 0.6
C -2.9724 -1.2645 -1.6506 0.3 0.5 -0.2
C 2.2724 0.7433 4.2687 0.5 0.5 3.0
C -7.4314 -1.8375 -0.5669 0.3 -0.1 -0.3
C -1.5657 -0.1742 -4.5023 0.4 -0.5 0.5
C 3.5637 -1.4276 2.6599 0.1 0.2 0.1
C 2.4452 -2.6274 2.6245 0.9 -0.9 0.2
C -1.5411 -1.6810 -2.3337 -0.1 -0.2 -0.5
C 2.6063 2.2277 -1.1180 1.4 1.0 -1.3
C -0.0986 4.5680 1.9188 -0.2 -0.5 0.0
C 2.1830 0.7368 -3.2634 -1.2 1.5 0.4
C 0.7089 -2.9519 0.6503 -0.3 -0.6 -0.4
C 2.9714 2.0858 -2.7427 0.3 -0.9 0.4
H 5.0157 -0.7324 4.0786 -1.5 -0.5 -0.1
H 1.0287 -0.1940 2.8431 0.8 0.2 -0.3
H -0.9350 -2.4672 -4.5024 -1.5 1.6 1.0
H 4.2041 1.9548 0.4858 -1.1 -1.6 -1.4
H -9.3359 -0.9149 -0.1755 0.0 -0.1 0.1
H 3.9118 0.8057 2.3173 -2.0 -1.6 -0.4
H -1.1528 5.1146 1.8188 2.4 -1.3 0.5
H -1.9335 0.5416 -3.6209 0.5 -1.6 -2.1
H 2.6938 3.0641 -3.3323 0.3 -2.1 1.1
H 4.1402 1.9270 -2.9058 -2.4 0.5 0.7
H -2.2074 0.0033 -5.4650 1.3 -0.2 1.8
H -3.8770 0.3744 1.2127 -0.6 0.2 -2.4
H 0.3652 -3.7057 -0.2088 0.8 1.8 1.8
H 1.7613 0.0003 0.1364 2.2 -0.4 0.6
H 0.5995 -1.8485 0.2458 0.3 -2.3 0.8
H 4.4872 0.8549 -1.0209 -1.9 0.8 1.5
H 3.4171 -0.9995 -0.0243 -1.5 2.0 1.5
H 2.2213 -4.5093 1.3484 0.1 2.6 -0.5
H 0.9388 1.8032 1.2018 1.0 -0.5 2.1
H 0.6046 2.3278 -4.0596 0.2 -2.3 0.9
H -2.6773 1.0853 -1.6151 -0.3 -2.0 1.3
H 3.6979 -0.0484 5.8631 -1.5 -0.9 -2.0
H -9.2884 -2.6675 0.1363 0.0 0.2 0.1
H 1.3629 1.0023 4.9917 1.7 -0.5 -2.0
H -2.7954 -2.1624 -4.2189 2.1 0.8 0.5
H -3.7827 -1.1327 -2.4944 1.5 -0.5 1.8
H 4.4792 -1.7600 1.9810 -2.0 0.8 1.4
H 2.2961 -1.2473 5.4734 1.6 1.3 -1.5
H -0.0145 1.2704 -2.6191 1.2 -0.3 -2.0
H 0.6306 -0.8619 -4.6287 -1.2 2.1 -0.1
H 1.3884 -2.3355 3.0337 2.0 -0.3 -0.7
H 1.9847 2.6898 2.5633 -0.9 -2.1 -0.7
H 0.2204 0.5649 -5.7977 -0.2 -0.7 2.1
H 2.9698 1.6966 4.2719 -1.4 -2.0 -0.3
H 0.7581 5.3745 2.0620 -1.9 -1.8 -0.3
H 3.0739 -3.1169 0.3777 -1.7 -0.2 1.5
H 1.4719 1.9996 -0.9440 2.1 0.3 -0.3
H -0.7547 -0.8441 -2.0651 -1.3 -1.7 -0.6
H -0.0678 -3.0984 1.5433 1.8 0.3 -1.9
H 2.6739 0.2180 -4.1980 -1.0 1.1 2.0
H -1.9249 0.1593 -0.1525 -1.5 -0.1 -1.4
H -5.0829 -0.2211 -0.1236 1.8 1.3 0.3
H -3.3050 -2.1289 -0.9329 0.4 1.9 -1.3
H 2.0689 -0.0161 -2.3492 0.5 1.3 -2.1
H 2.8552 -3.4807 3.3521 -0.8 2.1 -1.4
H -1.1264 -2.7011 -1.9132 -0.9 2.0 -0.8
H -4.5240 1.6197 -0.0736 0.7 -2.2 0.2
H 0.0610 3.9303 0.9227 -0.3 1.4 2.3
H -9.3641 -2.0613 -1.5305 0.1 0.0 0.1
H 2.8119 3.3715 -0.8470 -0.5 -2.5 -0.3

# 2
83
Properties=species:S:1:pos:R:3:forces:R:3 method="wB97M-V/def2-TZVPD" spin_multiplicity=3 gap_ev="6.38 / 8.30" lumo_ev="0.34 / 0.24" s2=2.007
Ti -0.8422 0.9478 -1.5622 -0.5 -0.6 2.1
S -0.5252 -0.6316 0.1430 0.0 -0.5 0.6
P -1.6167 3.0062 -0.5852 -1.2 0.1 0.5
Si 1.3563 -0.7653 1.0375 0.0 -0.2 0.3
O 1.7777 -2.3428 1.2446 -0.2 -0.3 0.3
O 1.5055 -0.0924 2.5218 -0.3 0.7 0.7
O 2.4791 -0.1218 0.0075 0.6 -0.8 0.1
N -1.1360 0.6510 -3.5710 0.2 0.1 -1.8
C -0.8594 3.9654 0.7528 0.3 0.5 0.2
C 1.5011 2.2252 3.2533 0.1 0.2 0.0
C 3.1453 -2.0711 -1.3438 0.1 -0.4 -0.1
C -2.9489 0.6242 -1.4346 0.4 0.1 -0.3
C 1.2990 0.3570 4.8748 0.0 -0.1 0.2
C 1.4773 -3.4438 2.1405 -0.1 0.8 -0.5
C -2.0714 4.3067 -1.7759 0.2 0.5 -0.2
C 4.3914 0.1076 -1.3859 0.1 0.1 -0.1
C -0.6072 0.8372 3.3341 -0.2 0.1 0.1
C 0.1382 1.0981 -4.2018 -0.1 0.2 -0.5
C 4.5162 -1.3308 0.6315 0.3 -0.2 0.2
C -1.2726 -0.8296 -3.6473 0.0 0.4 -0.4
C -5.6057 -0.1706 -1.1291 0.1 0.1 0.0
C 0.0650 -3.9350 1.8458 -0.1 -0.2 0.1
C 3.6220 -0.8816 -0.5155 -0.4 0.6 0.1
C 0.9085 0.8382 3.4809 0.3 -0.6 -0.8
C -3.3978 -0.5232 -2.0929 -1.3 0.2 0.7
C -3.8166 1.3727 -0.6279 -0.6 -0.7 -0.3
C -2.5467 -1.3878 -2.9853 0.1 -0.8 -0.4
C 2.5117 -4.5162 1.8234 0.1 -0.2 0.0
C 1.5853 -2.9982 3.5923 0.0 -0.2 0.4
C -4.7322 -0.9242 -1.9111 0.2 0.0 -0.2
C -5.1518 0.9856 -0.4915 0.0 0.0 -0.1
C -2.2705 1.3222 -4.2651 0.2 -0.1 -0.3
C -3.3000 2.5815 0.0975 0.5 0.5 0.3
H -5.0779 -1.8332 -2.4102 -0.1 0.2 0.2
H 5.2689 -0.3843 -1.8234 -0.1 0.1 0.1
H 4.7423 0.9527 -0.7798 -0.1 -0.2 -0.1
H -1.0384 1.5136 4.0889 0.1 -0.2 -0.2
H 5.4239 -1.7971 0.2195 -0.2 0.1 0.1
H 0.8952 0.3037 -4.2012 -0.2 0.2 0.2
H 2.3421 -5.3968 2.4558 0.0 0.1 -0.1
H -2.9839 4.0343 -2.3181 0.2 0.0 0.1
H 2.6955 -2.8426 -0.7048 0.1 0.3 -0.3
H -0.0589 1.3898 -5.2416 0.2 -0.2 0.0
H 0.1939 4.1591 0.5031 -0.3 0.0 0.2
H -5.8228 1.5967 0.1133 0.0 -0.2 -0.1
H -2.2408 -2.2938 -2.4331 -0.1 0.3 0.0
H -0.0277 -4.2426 0.7981 0.0 0.1 0.2
H -1.3730 4.9323 0.8567 0.1 -0.2 0.1
H 0.8833 1.5390 -1.6464 0.4 0.7 1.3
H -2.0324 1.3733 -5.3402 -0.2 0.0 0.2
H -3.9661 3.4513 -0.0158 0.1 -0.2 0.1
H -6.6446 -0.4793 -1.0236 0.2 0.0 0.0
H 2.4338 -4.8307 0.7742 0.1 0.1 0.2
H -2.3995 2.3423 -3.8854 0.0 -0.3 -0.1
H 1.5466 -3.8880 4.2403 0.0 0.2 -0.1
H -0.3670 -1.2806 -3.2192 -0.2 0.2 0.1
H 2.4081 -1.7600 -2.0944 0.1 0.0 0.1
H -0.1459 -4.8015 2.4884 -0.1 0.2 -0.2
H -3.1851 -1.7653 -3.7995 0.1 0.1 0.3
H -1.2541 4.4371 -2.4964 -0.2 0.1 0.1
H -0.9190 1.1647 2.3334 0.1 -0.1 0.3
H 2.5303 -2.4754 3.7907 -0.3 -0.1 -0.1
H 0.5200 1.9850 -3.6769 -0.1 -0.3 -0.3
H -0.6756 -3.1501 2.0490 0.2 -0.2 -0.1
H 3.5295 -4.1517 2.0170 -0.3 -0.1 -0.1
H 2.3882 0.2478 4.9638 -0.3 0.0 -0.1
H -1.0107 -0.1707 3.5054 0.1 0.2 -0.1
H 4.0099 -2.0668 1.2687 0.2 0.3 -0.2
H 0.9684 1.0917 5.6218 0.1 -0.1 -0.2
H 3.7720 0.4956 -2.2036 0.0 -0.1 0.2
H 0.5698 1.7757 -0.8149 1.0 -0.3 -1.5
H 4.8062 -0.4650 1.2403 0.0 -0.2 -0.1
H 1.2839 2.6049 2.2472 0.1 -0.2 0.2
H 4.0084 -2.5197 -1.8606 -0.2 0.1 0.1
H -1.2788 -1.0731 -4.7195 0.1 -0.2 0.1
H 0.8224 -0.6004 5.1187 0.2 0.2 -0.1
H -3.1997 0.7597 -4.1471 0.2 0.2 0.2
H 1.0798 2.9250 3.9906 0.1 -0.1 -0.2
H -3.1915 2.4034 1.1841 0.0 -0.1 -0.4
H -0.9059 3.4292 1.7100 0.1 0.1 -0.3
H 0.7412 -2.3524 3.8665 0.3 -0.1 -0.1
H -2.2331 5.2530 -1.2412 -0.1 -0.1 -0.2
H 2.5900 2.1999 3.3965 -0.3 0.0 -0.1

no.,largest force on an atom (eV Å⁻¹),E (eV)
1,9.58,-37892.1112
2,2.24,-85489.0520